# 1
{"formula": "C13H26NV", "method": "ωB97M-V with the def2-TZVPD basis set", "e_lumo_ev": [-8.84, -10.27], "relative_energy_kcal_mol": 78.5, "total_charge": 2, "homo_lumo_gap_ev": [7.65, 6.31], "spin_multiplicity": 3, "s2": 2.260, "homo_ev": [-16.490, -16.583], "total_energy_ha": -1508.977345, "symbols": ["H", "C", "H", "H", "H", "H", "N", "H", "H", "C", "C", "H", "C", "H", "C", "H", "H", "H", "C", "H", "H", "C", "H", "H", "H", "C", "H", "H", "H", "C", "H", "H", "H", "C", "H", "C", "H", "H", "C", "C", "V"], "coordinates": [[1.9613, -1.9123, -2.5640], [0.5867, 4.1755, -1.0829], [-1.6868, 0.6822, -2.4288], [-3.3579, -1.2296, -0.7202], [2.2280, -0.2139, -2.1455], [-0.8172, -0.5975, -3.2733], [-0.3348, 0.5651, 2.6232], [-1.3540, 0.5166, 2.6009], [-0.2061, 3.3033, 0.7444], [1.6781, -2.7893, 1.0454], [-0.7267, 0.1542, -2.4711], [-0.0476, -0.1963, 3.2613], [-0.3902, -0.4921, -1.1626], [-3.2389, -0.3639, 0.8139], [0.6529, -1.8617, 0.4300], [-0.7898, 2.5529, -0.7110], [2.8952, -1.5018, -1.1270], [-0.7593, -2.7119, 2.6429], [-1.3435, -0.7771, -0.1187], [-1.7808, -3.4657, 1.4115], [0.9567, -0.9826, 1.7002], [-1.4505, -2.4950, 1.8147], [-2.9820, 0.4992, -0.7008], [0.9085, 3.8632, -2.0839], [2.6730, -2.3712, 0.8531], [1.1905, 1.9273, -0.3036], [2.0598, 2.1940, 0.3201], [1.5236, 1.7003, -1.3522], [0.0464, 0.8682, -2.7783], [-2.7982, -0.4468, -0.1849], [1.4509, 4.6386, -0.5972], [-0.1175, 1.4189, 3.1424], [-2.3350, -1.9823, 2.2165], [-0.7785, -1.7303, 0.7380], [1.6318, -3.8117, 0.6734], [2.0317, -1.2046, -1.7230], [-0.1921, 4.9242, -1.2265], [1.5259, -2.8153, 2.1288], [0.8272, -1.1670, -0.8615], [0.1110, 2.9766, -0.2584], [0.5485, 0.1599, 0.7146]], "atomic_forces_ev_per_a": [[-0.2, 0.1, 0.3], [0.3, 0.3, -0.3], [0.3, -0.1, 0.0], [0.3, 0.1, 0.1], [0.1, -0.2, 0.0], [0.2, 0.1, 0.4], [0.1, -0.5, 0.9], [0.0, 0.1, -0.1], [0.4, -0.2, -0.1], [-0.1, -0.6, -0.1], [-0.1, 0.3, 0.1], [-0.3, 0.5, -0.1], [0.9, -1.3, -1.5], [0.0, -0.1, -0.1], [0.8, -1.3, -0.3], [-0.2, 0.2, -0.2], [0.1, 0.1, -0.2], [-0.2, 0.0, -0.2], [-0.4, -1.4, 0.3], [0.1, 0.2, 0.1], [0.6, -1.7, -0.6], [-0.1, 0.2, 0.6], [0.0, -0.1, 0.1], [-0.1, 0.0, 0.2], [-0.2, -0.3, 0.1], [0.7, -1.3, -0.9], [0.1, -0.3, 0.0], [-0.2, 0.4, 1.1], [-0.1, -0.2, 0.0], [-0.3, 0.5, 0.3], [-0.2, 0.0, -0.1], [0.1, 0.1, -0.2], [0.2, -0.2, -0.2], [-0.5, 0.2, -0.1], [0.0, 0.0, -0.2], [0.6, 0.1, -0.1], [0.0, 0.0, 0.2], [0.2, -0.2, -0.2], [-0.5, -0.3, -0.3], [-0.9, -0.3, -0.1], [-1.6, 7.0, 1.4]], "lowdin_charge": [0.13, -0.07, 0.10, 0.13, 0.09, 0.13, 0.07, 0.10, 0.11, 0.00, 0.03, 0.10, -0.22, 0.09, -0.31, 0.10, 0.09, 0.10, -0.23, 0.14, 0.15, 0.03, 0.09, 0.09, 0.10, -0.16, 0.10, 0.08, 0.10, 0.02, 0.09, 0.11, 0.10, -0.22, 0.12, 0.02, 0.09, 0.10, -0.28, -0.32, 0.91]}



# 2
{"formula": "C13H26O11S2", "method": "ωB97M-V with the def2-TZVPD basis set", "smiles": "CS(=O)(=O)[C@H]1CCS(=O)(=O)OC1.CCOC(=O)OC.CCOC(=O)OC", "e_lumo_ev": 0.22, "total_charge": 0, "homo_lumo_gap_ev": 10.90, "homo_ev": -10.682, "total_energy_ha": -2134.947981, "symbols": ["O", "C", "O", "H", "H", "O", "H", "H", "H", "O", "C", "C", "C", "H", "O", "H", "H", "O", "H", "H", "H", "H", "O", "H", "C", "H", "O", "C", "C", "S", "O", "H", "C", "H", "H", "H", "C", "H", "S", "H", "H", "C", "H", "O", "H", "C", "H", "H", "O", "C", "H", "C"], "coordinates": [[-5.9839, -1.9037, 5.2783], [5.1571, -1.2436, -2.4985], [-4.8145, -3.0272, 3.7007], [-0.9773, 2.4679, -2.6452], [-0.6607, 1.5262, -0.2339], [-3.7632, 2.3497, 1.0384], [1.5893, 1.2931, 0.3211], [-3.8604, -1.0078, 2.2473], [9.1731, 2.3254, -3.7670], [7.5860, 2.1683, -2.4290], [-2.7234, 2.4567, -1.3560], [-1.6041, 1.7449, -2.1278], [6.9960, 1.1497, -3.0552], [2.8686, 0.7198, -0.7806], [0.8989, -1.0666, -1.2968], [-5.6596, -3.2403, 7.4121], [-5.4125, -0.4555, 1.5913], [-4.7837, 0.9445, -0.7145], [-3.4847, 2.8538, -2.0241], [-4.0161, -3.8679, 7.7082], [1.9972, 2.2589, -1.1185], [-5.0737, -0.3016, 3.3192], [5.7144, 1.1279, -2.6940], [9.5324, 1.4625, -2.2549], [-5.5157, -2.3089, 2.6670], [-4.2726, -2.1290, 7.4113], [7.5376, 0.3794, -3.8037], [-4.9298, -0.9337, 2.4437], [8.9865, 2.2948, -2.6960], [0.7666, 0.3173, -1.6706], [0.9217, 0.6779, -3.0549], [4.9720, -1.1057, -1.4319], [1.9223, 1.2522, -0.7139], [-2.0382, 1.0889, -2.8817], [4.4754, -2.0078, -2.8715], [-1.2668, -1.0814, -0.2457], [-1.7788, -0.2212, -0.6619], [5.1607, -0.0566, -4.3081], [-3.6249, 1.5102, -0.1035], [-2.3082, 3.2805, -0.7749], [6.1793, -1.5967, -2.6262], [-5.1479, -2.7032, 4.9463], [-5.4002, -2.9314, 1.7816], [-2.6488, 0.3297, 0.3481], [3.9021, 0.3824, -3.1544], [-0.8411, 0.8983, -1.1103], [9.2902, 3.2284, -2.2328], [-2.4119, -0.5446, -1.4904], [-4.3801, -3.4095, 5.7792], [-4.6056, -3.1360, 7.1646], [-6.5746, -2.2609, 2.9179], [4.9356, 0.0513, -3.2481]], "atomic_forces_ev_per_a": [[-0.1, 0.0, 0.0], [0.1, 0.0, 0.1], [0.0, 0.0, 0.0], [0.0, 0.1, 0.1], [0.3, -0.1, 0.1], [0.0, -0.1, 0.2], [0.1, -0.1, 0.0], [0.0, 0.0, -0.1], [0.0, 0.0, 0.0], [0.0, 0.0, 0.0], [0.3, 0.2, 0.1], [-0.3, -0.2, 0.2], [0.0, -0.1, 0.1], [0.0, 0.1, -0.1], [-0.1, 0.0, 0.2], [0.0, 0.0, 0.0], [0.0, 0.0, 0.0], [0.0, -0.3, -0.2], [-0.1, -0.1, 0.1], [0.0, 0.0, 0.0], [0.1, 0.0, -0.1], [0.0, 0.0, 0.0], [0.0, 0.1, 0.0], [0.0, 0.0, 0.0], [-0.1, 0.0, -0.2], [0.0, 0.0, 0.0], [0.0, 0.0, -0.1], [0.1, 0.0, 0.2], [0.0, 0.1, 0.0], [0.1, -0.4, -0.4], [0.0, 0.1, 0.0], [0.0, 0.0, 0.0], [-0.1, 0.2, 0.2], [0.1, 0.0, -0.1], [0.0, 0.0, 0.0], [0.0, 0.1, 0.2], [-0.3, 0.1, -0.2], [0.1, 0.0, 0.0], [-0.2, 0.3, -0.3], [0.0, 0.0, 0.0], [0.0, 0.0, 0.0], [0.1, 0.1, 0.0], [0.0, 0.0, 0.0], [0.3, 0.2, 0.1], [0.0, 0.1, 0.0], [-0.3, 0.2, -0.1], [0.0, 0.0, 0.0], [0.2, -0.2, -0.1], [0.0, 0.0, 0.0], [0.0, 0.0, 0.0], [0.0, 0.0, 0.1], [-0.2, -0.2, -0.1]], "lowdin_charge": [0.12, -0.06, 0.04, 0.12, 0.14, -0.26, 0.07, 0.07, 0.10, 0.00, -0.18, -0.18, -0.61, 0.06, -0.31, 0.09, 0.07, -0.26, 0.11, 0.09, 0.08, 0.08, 0.03, 0.10, -0.20, 0.10, 0.13, -0.06, -0.04, 0.64, -0.31, 0.08, -0.13, 0.13, 0.08, 0.13, -0.16, 0.13, 0.61, 0.11, 0.08, -0.62, 0.12, -0.23, 0.11, -0.35, 0.09, 0.14, 0.00, -0.04, 0.12, -0.20]}



# 3
{"formula": "C13H26O16", "method": "ωB97M-V with the def2-TZVPD basis set", "e_lumo_ev": 3.03, "relative_energy_kcal_mol": 28.8, "total_charge": -2, "homo_lumo_gap_ev": 2.10, "homo_ev": 0.925, "total_energy_ha": -1714.632291, "symbols": ["H", "O", "H", "C", "H", "C", "H", "C", "O", "H", "O", "H", "H", "O", "O", "O", "O", "O", "H", "C", "C", "O", "H", "H", "O", "C", "H", "H", "H", "H", "O", "H", "O", "H", "C", "O", "H", "H", "C", "O", "O", "H", "C", "H", "C", "O", "C", "H", "H", "H", "H", "H", "H", "C", "C"], "coordinates": [[-0.3014, 7.7326, -5.4973], [-0.7073, -1.5231, 2.3386], [1.2092, 9.0712, 4.8129], [1.9717, 6.6996, 3.6566], [-5.0970, -4.7020, -1.3386], [-7.6693, -5.4622, -2.4230], [0.4792, 6.8614, -6.8880], [-9.9159, -5.9898, -2.8254], [-1.8738, 1.4940, 8.3819], [-10.6317, -5.7441, -2.0409], [0.2105, 6.1629, -3.3993], [1.8427, 10.0847, 3.6596], [-0.7168, -2.2212, 2.9975], [5.5730, -5.9232, 0.0249], [6.6619, -7.5779, 0.6336], [-0.7896, 5.7741, -5.4565], [0.9865, 6.3094, 4.1985], [-0.4736, 4.0963, -4.0954], [5.7579, -3.8905, -0.3539], [-1.2121, -0.9565, 3.3517], [6.5545, -6.2731, 0.7443], [7.2787, -5.5469, 1.4168], [4.0658, 4.1931, 2.9614], [-0.8540, 2.6118, -2.7047], [2.3435, 7.9860, 3.4232], [3.0903, 4.6021, 3.2244], [-9.6230, -6.9980, -2.5325], [2.8766, 4.2836, 4.2447], [8.5410, -8.2870, 0.4733], [-1.2644, 1.2819, 7.6483], [-6.8159, -4.3919, -2.4194], [2.3882, 4.0825, 2.5724], [2.9032, 5.9513, 3.0540], [-0.0759, 4.0370, -2.0041], [-0.2795, 5.4020, -4.2524], [-8.8559, -5.0889, -2.7997], [4.9565, -4.1955, 1.1266], [7.5499, -9.4061, 1.2245], [-5.4217, -4.5704, -2.3708], [-1.2319, -1.6840, 4.3611], [-1.6259, 0.2108, 3.2895], [-4.9307, -3.7129, -2.8311], [7.7328, -8.3318, 1.2032], [-10.4071, -6.0074, -3.7983], [-0.3643, 6.9007, -6.1987], [-7.2914, -6.6043, -2.0992], [-0.1295, 3.4047, -2.8903], [-5.0471, -5.4140, -2.9505], [0.4297, 9.0794, 3.3209], [4.1067, -4.3762, -0.4093], [-1.2771, 7.2007, -6.7134], [8.0685, -8.0705, 2.2068], [0.8268, 2.9314, -3.1130], [1.4333, 9.0782, 3.7462], [5.0454, -4.5738, 0.1082]], "atomic_forces_ev_per_a": [[0.9, 0.1, 0.1], [2.1, -1.9, -5.1], [0.1, -0.5, 0.3], [0.0, -0.2, -0.7], [0.1, 0.1, -0.1], [3.9, -2.4, 1.4], [0.1, -0.7, 0.4], [-1.0, -1.5, 0.9], [0.5, 0.1, -0.1], [-0.1, 0.5, -0.2], [-1.0, -1.7, -2.5], [0.8, -0.5, -0.9], [1.5, -4.0, -0.5], [-3.7, 1.5, -2.0], [-0.2, -2.3, 0.3], [0.6, -1.8, 0.0], [-0.1, 0.2, 0.4], [-0.7, 0.5, -0.8], [0.2, -0.1, -0.1], [-3.4, 6.9, 3.9], [3.1, 1.1, 2.7], [-0.7, -0.8, -0.7], [0.3, 1.0, -0.1], [-0.2, 0.2, -0.3], [-0.5, 1.3, -0.3], [-1.5, -2.5, 0.6], [0.5, 0.0, -0.4], [-0.1, 0.0, 0.1], [0.5, 0.4, 0.3], [-0.5, 0.1, 0.4], [-2.2, -0.3, -0.8], [-0.2, -0.2, 0.1], [1.4, 2.5, -0.5], [0.1, 0.2, -0.3], [1.0, 1.9, 2.2], [-0.1, 1.5, -0.4], [0.0, -0.6, 0.2], [-1.1, 0.2, -0.1], [1.0, -0.6, 0.2], [0.0, -1.8, 1.8], [-0.1, 0.6, -0.6], [-0.4, 0.3, 0.3], [1.0, 0.0, -0.6], [0.2, 0.2, 0.0], [-1.6, 1.8, 1.3], [-1.3, 2.5, -0.9], [0.5, -0.1, 0.2], [-0.5, -0.3, 0.1], [0.3, -0.6, -0.8], [0.0, -1.2, 0.0], [0.2, -0.3, -0.6], [-0.3, 0.6, -0.2], [0.1, 0.1, 0.4], [-0.5, -0.5, 1.8], [1.2, 1.2, 0.2]], "lowdin_charge": [0.09, 0.08, 0.08, -0.58, 0.10, -0.55, 0.09, -0.06, -0.78, 0.10, 0.09, 0.08, 0.04, 0.04, 0.01, -0.02, 0.17, -0.01, 0.09, -1.01, -0.68, 0.10, 0.09, 0.10, -0.01, -0.07, 0.09, 0.11, 0.09, -0.22, -0.01, 0.10, -0.01, 0.10, -0.54, 0.03, 0.10, 0.09, -0.06, -0.05, -0.06, 0.09, -0.04, 0.10, -0.06, 0.08, -0.02, 0.09, 0.09, 0.10, 0.09, 0.10, 0.10, -0.05, 0.00]}



# 4
{"formula": "C13H27Cl2O3PPd", "method": "ωB97M-V with the def2-TZVPD basis set", "e_lumo_ev": [0.39, -3.63], "relative_energy_kcal_mol": 40.1, "total_charge": 0, "homo_lumo_gap_ev": [3.25, 5.15], "spin_multiplicity": 5, "s2": 6.010, "homo_ev": [-2.859, -8.778], "total_energy_ha": -2126.675094, "symbols": ["H", "H", "C", "Pd", "H", "H", "H", "H", "O", "C", "H", "C", "H", "H", "Cl", "H", "O", "H", "H", "C", "C", "C", "H", "O", "C", "C", "P", "C", "H", "H", "C", "H", "H", "C", "C", "H", "H", "H", "H", "Cl", "H", "C", "H", "H", "H", "H", "H"], "coordinates": [[-0.5961, 1.6767, 2.6410], [-1.4630, -1.8211, 3.2090], [-1.2877, 1.7278, -3.0281], [1.4019, -0.0362, -0.9949], [0.6684, 1.9777, -2.3032], [3.1491, -0.4666, 0.9627], [1.6335, 1.0749, -4.4007], [-1.5453, -1.0067, -4.0028], [-0.3344, 0.1538, 1.2076], [-1.2031, -3.8975, 2.7371], [3.0380, 1.1290, 2.9109], [0.7098, 0.6200, -4.0167], [3.3865, 1.1285, 5.4020], [-1.6893, -2.2123, 1.4709], [2.1440, 2.0883, -0.4250], [-2.6617, 1.7464, -4.6660], [1.2593, 0.0543, 3.0702], [-1.1177, -4.5242, 1.8501], [-2.2493, -0.4267, -5.5275], [-2.2675, 1.0287, -3.9282], [2.4229, 0.8334, 4.9866], [-1.6154, -0.1477, -4.6789], [0.1295, 2.1842, 1.0710], [0.2854, -2.1184, 2.1222], [2.5994, 0.3622, 3.5598], [-0.6320, 1.5542, 1.5477], [0.8862, -0.6994, 1.7399], [-2.0111, 1.8468, 1.0219], [-0.4228, -4.1758, 3.4471], [2.0171, 0.0220, 5.5983], [-0.2111, 0.1995, -5.1753], [-2.7520, 1.1607, 1.4463], [1.7384, 1.6864, 5.0391], [2.2384, -0.9981, 0.6820], [0.0055, 1.5073, -3.0460], [-3.1198, 0.6681, -3.3329], [-0.2957, 1.0690, -5.8418], [-2.2873, 2.8610, 1.3137], [2.3047, -2.0697, 0.4853], [0.3264, -1.9578, -1.6598], [3.2063, -0.5524, 3.5083], [-1.1146, -2.4425, 2.3760], [1.0258, -0.2885, -3.4534], [0.2298, -0.6353, -5.7296], [-2.1698, -4.1007, 3.1895], [-1.7128, 2.4372, -2.3108], [-2.0468, 1.7798, -0.0746]], "atomic_forces_ev_per_a": [[0.1, -0.2, -0.4], [0.1, 0.0, -0.2], [-1.3, 0.2, 0.3], [0.8, 0.0, -1.5], [-0.6, 0.2, -0.6], [-0.2, -0.2, -0.3], [-0.2, 0.0, 0.2], [-0.1, 0.0, -0.1], [0.5, -0.3, -0.4], [0.1, -0.3, -0.2], [-0.1, -0.1, 0.1], [-0.3, -1.1, -0.4], [0.0, 0.0, 0.0], [0.1, 0.0, 0.2], [0.1, 1.0, 0.8], [0.0, -0.1, 0.2], [0.0, 0.2, -0.1], [0.1, 0.0, 0.0], [0.1, -0.1, 0.2], [0.2, -0.1, -0.4], [0.0, -0.1, 0.0], [0.0, 0.0, 0.1], [-0.2, -0.2, 0.2], [0.1, 0.7, -0.6], [-0.1, -0.2, 0.0], [0.0, 0.4, 0.2], [0.1, -1.1, 1.5], [-0.2, -0.1, -0.3], [-0.1, 0.1, 0.0], [0.0, 0.1, -0.1], [0.0, 0.6, 0.2], [0.1, 0.1, -0.1], [0.2, -0.1, -0.1], [-0.3, -0.5, 1.6], [1.5, 0.4, 0.3], [0.1, 0.1, -0.2], [0.0, -0.2, -0.2], [0.0, 0.0, 0.0], [0.2, 0.4, 0.0], [-1.0, -0.7, 0.1], [-0.1, 0.3, 0.0], [-0.1, 0.5, 0.0], [0.1, 0.5, -0.6], [-0.1, 0.2, 0.0], [-0.1, 0.0, 0.1], [0.2, -0.2, -0.1], [0.0, 0.0, 0.3]], "lowdin_charge": [0.12, 0.12, -0.13, 0.48, -0.02, 0.02, 0.11, 0.09, -0.26, -0.07, 0.12, -0.27, 0.08, 0.12, -0.03, 0.11, -0.21, 0.08, 0.10, -0.20, -0.07, -0.21, 0.03, -0.21, -0.24, -0.25, 0.55, -0.06, 0.08, 0.08, -0.20, 0.08, 0.08, -0.38, -0.22, 0.11, 0.11, 0.09, 0.02, 0.00, 0.12, -0.24, -0.01, 0.11, 0.08, 0.09, 0.07]}



# 5
{"formula": "C13H27Cl2OsP", "method": "ωB97M-V with the def2-TZVPD basis set", "e_lumo_ev": [-0.07, -1.19], "relative_energy_kcal_mol": 0.0, "total_charge": 0, "homo_lumo_gap_ev": [5.31, 7.14], "spin_multiplicity": 5, "s2": 6.027, "homo_ev": [-5.378, -8.323], "total_energy_ha": -1863.776404, "symbols": ["C", "C", "H", "H", "H", "H", "C", "C", "H", "C", "C", "C", "C", "H", "H", "H", "H", "C", "H", "H", "Os", "H", "H", "H", "H", "H", "H", "H", "C", "C", "H", "Cl", "H", "H", "H", "H", "H", "P", "Cl", "C", "H", "C", "H", "H"], "coordinates": [[-2.2298, -0.2478, -3.7463], [-2.5998, 0.7689, -2.6426], [1.2761, -1.8102, 4.6874], [-0.5699, -0.8600, -4.9569], [-0.7170, 0.9098, -4.7163], [-2.6697, 1.7675, -3.1111], [0.2238, -0.1117, -3.0775], [2.5697, -0.4466, 0.5057], [0.4115, 1.4969, -1.5661], [1.4266, -0.4413, 3.0255], [-1.2780, -2.5294, 3.6814], [-1.2628, 0.6171, 2.7784], [-2.7430, 0.3563, 2.5168], [1.1763, 0.3414, -3.3937], [-2.9986, -0.7085, 2.5655], [-1.7533, -2.2439, 1.5822], [-2.9066, -0.1370, -4.6006], [-1.5910, 0.8431, -1.5639], [-3.6085, 0.5534, -2.2775], [-0.4117, -2.6320, 4.3422], [0.8823, -0.0737, -0.1108], [3.0838, -1.4137, 0.3522], [-1.9528, -1.7801, 4.1152], [-1.8667, 1.2035, -0.5732], [3.2808, 0.2905, 0.9343], [2.1855, -1.1192, 2.5990], [-3.0445, 0.7383, 1.5337], [-1.8047, -3.4928, 3.6962], [-0.2872, 0.6465, -1.8359], [1.2766, -0.7310, 4.5109], [-1.0402, 0.6052, 3.8568], [0.6049, -2.3205, -0.6618], [-2.3585, -1.2683, -3.3650], [-3.3443, 0.8878, 3.2684], [1.8036, 0.5810, 2.8685], [-0.9783, 1.6138, 2.4163], [0.4218, -1.1594, -2.7918], [-0.0962, -0.5488, 1.9450], [1.0302, 2.1128, 0.7456], [-0.7956, -0.0703, -4.2275], [-0.1738, -2.9555, 1.8478], [-0.8726, -2.2032, 2.2430], [2.1512, -0.3166, 5.0263], [0.3787, -0.2779, 4.9405]], "atomic_forces_ev_per_a": [[-0.1, 0.0, 0.2], [-0.9, -1.2, -0.7], [0.0, 0.3, 0.1], [0.1, 0.3, 0.0], [0.0, -0.2, -0.1], [0.2, -0.1, 0.3], [-0.5, 0.3, -0.2], [5.4, -1.0, 1.4], [-0.5, -0.7, 0.2], [-0.4, -0.2, 0.3], [-0.1, -0.3, 0.2], [0.3, 0.2, 0.1], [-0.2, 0.2, 0.0], [-0.3, -0.3, 0.1], [0.0, 0.3, 0.0], [0.3, 0.0, 0.1], [0.0, 0.0, 0.2], [-0.1, 0.4, 0.4], [0.1, 0.0, 0.1], [-0.3, 0.0, -0.2], [-2.8, 0.1, -2.1], [-0.4, 0.4, 0.0], [0.2, -0.1, -0.1], [0.0, 0.7, -0.4], [-0.6, -0.2, -0.5], [-0.5, 0.3, 0.1], [0.0, -0.2, 0.1], [0.0, 0.2, 0.0], [1.4, 1.0, -1.9], [0.3, 0.1, 0.1], [-0.2, -0.1, -0.3], [0.1, 0.2, -0.1], [0.0, 0.1, 0.0], [0.1, -0.2, -0.2], [-0.2, -0.3, 0.0], [-0.1, -0.2, 0.2], [-0.1, 0.6, -0.2], [-0.5, -0.6, 2.7], [0.1, 0.1, -0.2], [0.2, 0.1, 0.0], [-0.2, 0.3, 0.2], [0.1, 0.0, -0.1], [-0.2, -0.1, 0.1], [0.2, -0.2, 0.1]], "lowdin_charge": [-0.20, -0.18, 0.06, 0.11, 0.11, 0.13, -0.23, -0.52, 0.05, -0.42, -0.14, -0.40, -0.15, 0.11, 0.05, 0.07, 0.11, -0.11, 0.11, 0.05, 0.87, -0.02, 0.07, 0.08, -0.01, 0.06, 0.06, 0.08, -0.44, -0.15, 0.07, 0.09, 0.12, 0.08, 0.05, 0.03, 0.02, 0.73, 0.06, -0.20, 0.04, -0.42, 0.08, 0.06]}